# 1
DFT (ωB97M-V/def2-TZVPD) results for a molecular structure, C38H49BIN9PtS3 in a non-equilibrium geometry.

The geometry in ORCA input format:
```
! wB97M-V def2-TZVPD RIJCOSX def2/J DEFGRID3
* xyz 0 1
Pt 0.3449 -0.2292 1.8982
C -2.1625 5.0788 -1.2073
C -0.6293 5.0776 -1.2582
C -0.1006 5.6595 0.0471
C -0.1168 5.9620 -2.3982
N -0.2053 3.6720 -1.5468
C -0.6269 3.0951 -2.7308
C -0.1496 1.8456 -2.7709
N 0.5710 1.6033 -1.6133
B 1.1803 0.2792 -1.0353
N 0.9323 -1.0212 -1.8555
C 0.4884 -1.1971 -3.1588
C 0.2654 -2.5010 -3.3767
N 0.5933 -3.1788 -2.2199
C 1.0625 -2.2785 -1.2955
S 1.7532 -2.6516 0.1871
C 0.3829 -4.6416 -2.0154
C -0.2837 -5.2218 -3.2615
C 1.7274 -5.3419 -1.8194
C -0.5562 -4.8594 -0.8278
N 2.6900 0.4253 -0.7586
C 3.6187 0.5904 -1.7589
C 4.8376 0.6237 -1.1958
N 4.6655 0.4776 0.1727
C 3.3311 0.3582 0.4206
S 2.6785 0.1698 2.0118
C 5.7910 0.4458 1.1548
C 5.8105 -0.9078 1.8654
C 5.6559 1.6167 2.1282
C 7.1117 0.6043 0.4038
C 0.5447 2.7568 -0.8606
S 1.3811 2.9580 0.5970
H -2.5142 6.0298 -0.8061
H -2.5206 4.2778 -0.5583
H -2.6080 4.9482 -2.1942
H -0.4478 6.6946 0.0842
H 0.9830 5.6442 0.1004
H -0.4880 5.1338 0.9143
H -0.5114 6.9709 -2.2731
H -0.4260 5.6022 -3.3785
H 0.9726 6.0123 -2.3779
H -1.2488 3.6085 -3.4388
H -0.2974 1.1438 -3.5567
H 0.6765 0.2041 0.0527
H 0.3827 -0.4168 -3.8766
H -0.0783 -2.9865 -4.2685
H 0.3437 -5.1229 -4.1488
H -1.2565 -4.7652 -3.4519
H -0.4436 -6.2852 -3.0878
H 2.3707 -5.1740 -2.6857
H 1.5564 -6.4152 -1.7204
H 2.2346 -4.9789 -0.9305
H -1.5196 -4.3804 -1.0150
H -0.1358 -4.4546 0.0891
H -0.7196 -5.9310 -0.7016
H 3.3289 0.6617 -2.7923
H 5.8011 0.7444 -1.6479
H 4.8919 -1.0979 2.4131
H 6.6443 -0.9258 2.5686
H 5.9484 -1.7109 1.1400
H 4.7334 1.5705 2.7000
H 5.6754 2.5624 1.5841
H 6.4967 1.5973 2.8229
H 7.2813 -0.2100 -0.3015
H 7.9146 0.5795 1.1394
H 7.1725 1.5581 -0.1217
C 0.4264 -0.1181 3.7048
H -0.1798 0.6071 4.2493
H 1.0564 -0.7608 4.3197
I -5.6504 3.8719 1.8437
C -3.7139 3.1771 1.8836
C -2.5702 3.9147 2.0876
N -1.5476 3.0434 2.0090
N -1.9478 1.7943 1.7535
C -3.2674 1.8595 1.6729
H -2.4231 4.9645 2.2756
H -0.5480 3.2273 1.9401
H -3.8531 0.9776 1.4720
N -1.1929 -1.1702 1.2361
C -2.4024 -1.4902 1.3084
C -3.1937 -1.6882 0.0465
C -2.5220 -1.7539 -1.1735
C -3.2222 -1.8966 -2.3585
C -4.6108 -1.9595 -2.3477
C -5.2902 -1.8632 -1.1431
C -4.5868 -1.7299 0.0474
C -3.0717 -1.7847 2.6276
C -3.7673 -2.9774 2.8143
C -4.3026 -3.2970 4.0531
C -4.1667 -2.4199 5.1199
C -3.4773 -1.2287 4.9435
C -2.9245 -0.9201 3.7092
H -1.4413 -1.6769 -1.1668
H -2.6806 -1.9548 -3.2952
H -5.1593 -2.0710 -3.2745
H -6.3723 -1.8895 -1.1247
H -5.1327 -1.6384 0.9770
H -3.8709 -3.6713 1.9891
H -4.8251 -4.2358 4.1862
H -4.5924 -2.6658 6.0842
H -3.3700 -0.5376 5.7706
H -2.3865 0.0038 3.5626
*
```

Results
Kohn-Sham gap = 6.54 eV
strongest force on any atom = 1.5 eV/A
HOMO level = -6.90 eV
DFT total energy = -98142.9305 eV

***

# 2
DFT (ωB97M-V/def2-TZVPD) results for a molecular structure, C38H42NOP2STeZn.

The geometry in ORCA input format:
```
! wB97M-V def2-TZVPD RIJCOSX def2/J DEFGRID3
* xyz 1 1
Zn 1.0702 -2.1736 -2.5284
C 2.2443 1.7583 0.7744
N 1.5332 0.7829 -0.0858
P 1.1829 -0.7063 0.5776
C 0.9732 -0.3773 2.3386
C 1.6453 -1.1164 3.3059
C 1.3630 -0.9187 4.6516
C 0.4079 0.0080 5.0349
C -0.2629 0.7573 4.0732
C 0.0152 0.5595 2.7353
C 2.5906 -1.8019 0.4217
C 3.8144 -1.2633 0.0334
C 4.9276 -2.0871 -0.0462
C 4.8192 -3.4342 0.2613
C 3.5970 -3.9692 0.6529
C 2.4819 -3.1553 0.7346
P 1.2266 1.1244 -1.7705
C 2.8889 1.5166 -2.4230
C 3.5009 0.5194 -3.1822
C 4.7909 0.6822 -3.6694
C 5.4854 1.8515 -3.4049
C 4.8794 2.8684 -2.6768
C 3.5901 2.7059 -2.1984
C 0.4471 2.7687 -1.6591
C 0.5813 3.6978 -2.6906
C -0.1458 4.8792 -2.6734
C -1.0236 5.1475 -1.6329
C -1.1808 4.2197 -0.6128
C -0.4563 3.0385 -0.6337
H 1.5535 2.3062 1.4127
H 2.7657 2.4640 0.1383
H 2.9838 1.2634 1.4040
H 2.3990 -1.8389 3.0223
H 1.8950 -1.4911 5.4000
H 0.1854 0.1549 6.0838
H -1.0084 1.4838 4.3682
H -0.5146 1.1409 1.9909
H 3.8955 -0.2188 -0.2395
H 5.8776 -1.6744 -0.3587
H 5.6887 -4.0745 0.1926
H 3.5131 -5.0229 0.8827
H 1.5260 -3.5758 1.0171
H 2.9658 -0.3989 -3.3928
H 5.2469 -0.1017 -4.2599
H 6.4934 1.9803 -3.7773
H 5.4104 3.7924 -2.4887
H 3.1139 3.5282 -1.6787
H 1.2571 3.5036 -3.5148
H -0.0220 5.5950 -3.4756
H -1.5844 6.0726 -1.6189
H -1.8694 4.4178 0.1993
H -0.5929 2.3107 0.1558
C -4.3761 -0.8435 5.1908
C -3.5634 -1.0236 3.9407
C -3.6893 -0.1548 2.8688
C -2.9493 -0.3077 1.6991
C -3.1685 0.7398 0.6362
C -2.0461 -1.3823 1.6079
Te -0.9656 -1.6749 -0.1891
C -1.9229 -2.2963 2.6726
C -1.0297 -3.5077 2.6786
C -2.6788 -2.0852 3.8182
H -5.0218 0.0304 5.1242
H -3.7287 -0.7241 6.0614
H -5.0056 -1.7153 5.3745
H -4.3848 0.6752 2.9378
H -4.2252 1.0033 0.5879
H -2.8469 0.4365 -0.3567
H -2.6258 1.6554 0.8843
H -0.5128 -3.6623 1.7369
H -1.6192 -4.4032 2.8802
H -0.2833 -3.4190 3.4696
H -2.5743 -2.7847 4.6418
O -1.0693 -1.8912 -3.5940
S -2.1616 -1.6793 -4.6134
C -2.7263 0.0304 -4.3437
C -4.1926 -0.0117 -3.9256
C -4.3533 -1.2791 -3.0885
C -3.6667 -2.3827 -3.8849
H -2.5342 0.6145 -5.2419
H -2.0708 0.3781 -3.5415
H -4.8345 -0.0656 -4.8076
H -4.4691 0.8893 -3.3778
H -5.3994 -1.5181 -2.8986
H -3.8597 -1.1574 -2.1203
H -4.2901 -2.7505 -4.7014
H -3.3206 -3.2320 -3.2969
*
```

Results
Kohn-Sham gap = 6.37 eV
strongest force on any atom = 0.6 eV/A
HOMO level = -9.13 eV
DFT total energy = -128743.8695 eV

***

# 3
DFT (ωB97M-V/def2-TZVPD) results for a molecular structure, C50H69F5N5O2PTeV in a non-equilibrium geometry.

The geometry in ORCA input format:
```
! wB97M-V def2-TZVPD RIJCOSX def2/J DEFGRID3
* xyz 1 3
V -0.7459 -0.8637 -2.3454
C -1.3511 4.3505 0.5612
C -1.6902 5.1259 -0.6838
C -1.4560 6.5018 -0.7268
C -1.7588 7.2577 -1.8435
C -2.3068 6.6522 -2.9690
C -2.5323 5.2893 -2.9625
C -2.2296 4.5366 -1.8291
N -2.5018 3.1321 -1.8757
C -1.5664 2.1530 -1.9747
N -0.3009 2.6511 -1.8384
C 1.0589 2.3299 -2.0905
C 1.5815 1.0422 -2.0337
C 2.9280 0.7669 -2.1897
C 3.7925 1.8310 -2.3819
C 3.2935 3.1248 -2.4376
C 1.9380 3.4046 -2.3023
C 1.4484 4.8248 -2.3690
N -1.9417 0.8961 -2.1680
C -3.3748 0.6571 -2.2825
C -3.8882 0.3837 -3.5452
C -5.2266 0.0778 -3.7158
C -6.0647 0.0343 -2.6128
C -5.5525 0.3078 -1.3577
C -4.2098 0.6288 -1.1587
C -3.7434 0.9506 0.2295
H -1.8661 4.7776 1.4228
H -0.2793 4.3969 0.7721
H -1.6223 3.3007 0.4915
H -1.0357 6.9838 0.1480
H -1.5723 8.3232 -1.8394
H -2.5501 7.2370 -3.8452
H -2.9413 4.7897 -3.8320
H -3.4331 2.8519 -2.1473
H -0.3680 3.6551 -1.7207
H 3.2645 -0.2602 -2.1669
H 4.8524 1.6548 -2.5023
H 3.9755 3.9493 -2.6000
H 2.2531 5.4847 -2.6838
H 1.0968 5.1832 -1.3963
H 0.6236 4.9465 -3.0770
H -3.2416 0.4036 -4.4093
H -5.6049 -0.1344 -4.7062
H -7.1103 -0.2168 -2.7289
H -6.2044 0.2730 -0.4930
H -4.3388 0.4037 0.9600
H -3.8706 2.0146 0.4430
H -2.6912 0.7063 0.3825
F 1.1667 -0.7125 -4.8704
Te -0.1909 0.6648 -4.8730
F -1.6705 1.8031 -5.3881
F -2.1990 -1.8525 -2.6906
F 0.5672 1.1786 -6.4880
F -1.3009 -0.7250 -5.4189
O 0.6778 0.0504 -1.9008
C 4.4163 -2.4117 -0.1204
C 4.3236 -3.6287 -1.0247
N 3.5775 -4.7248 -0.4212
C 4.2080 -5.4342 0.6971
C 3.5599 -5.1180 2.0361
C 2.4091 -5.2325 -0.8744
O 1.9333 -6.2724 -0.4464
C 1.6547 -4.5310 -1.9765
C 1.2628 -5.2784 -3.0802
C 0.4848 -4.6823 -4.0555
C 0.0584 -3.3831 -3.8678
N 0.3822 -2.6712 -2.7808
C 1.1842 -3.2343 -1.8680
H 4.9245 -1.5871 -0.6231
H 4.9773 -2.6382 0.7868
H 3.4260 -2.0728 0.1857
H 5.3294 -3.9961 -1.2464
H 3.8737 -3.3794 -1.9845
H 5.2612 -5.1505 0.6986
H 4.1479 -6.5035 0.4941
H 3.5537 -4.0433 2.2274
H 4.1107 -5.6005 2.8435
H 2.5334 -5.4827 2.0586
H 1.5713 -6.3126 -3.1568
H 0.1820 -5.2189 -4.9427
H -0.5818 -2.8936 -4.5882
H 1.4470 -2.6184 -1.0168
C -2.1324 1.0861 5.6907
C -3.0756 0.3757 4.7280
C -2.2854 -0.3605 3.6320
C -0.9538 0.3462 3.2982
C -1.1672 1.8553 3.4689
C -1.3674 2.1965 4.9525
P -0.3408 -0.0598 1.5977
C -0.4362 -1.9064 1.4128
C -1.7891 -2.3767 0.8569
C -1.6694 -3.7887 0.2775
C -0.8396 -4.7205 1.1864
C -0.7220 -4.1555 2.5970
C 0.0161 -2.8143 2.5816
C 1.4924 0.2039 1.7164
C 2.2398 -0.3639 2.9507
C 2.7710 0.7449 3.8546
C 3.7977 1.6071 3.1141
C 3.3696 1.8707 1.6566
C 1.8659 1.6801 1.4932
H -1.4311 0.3568 6.1064
H -2.6785 1.5020 6.5379
H -3.7421 1.1159 4.2753
H -3.7184 -0.3314 5.2540
H -2.9030 -0.4275 2.7335
H -2.0876 -1.3863 3.9490
H -0.1984 0.0280 4.0261
H -2.0515 2.1380 2.8875
H -0.3411 2.4408 3.0626
H -1.9085 3.1418 5.0358
H -0.3940 2.3536 5.4237
H 0.2822 -2.0567 0.5920
H -2.1675 -1.6873 0.0927
H -2.5335 -2.3641 1.6538
H -1.2092 -3.7330 -0.7138
H -2.6686 -4.1968 0.1166
H 0.1669 -4.8568 0.7761
H -1.2826 -5.7165 1.2088
H -0.1902 -4.8524 3.2476
H -1.7184 -4.0340 3.0318
H 1.0884 -3.0083 2.4840
H -0.1147 -2.3100 3.5410
H 1.8501 -0.3203 0.8203
H 3.0884 -0.9683 2.6145
H 1.6043 -1.0377 3.5247
H 3.2213 0.3119 4.7497
H 1.9364 1.3610 4.2035
H 4.7671 1.1037 3.1308
H 3.9353 2.5525 3.6419
H 3.8826 1.1839 0.9749
H 3.6611 2.8775 1.3515
H 1.5349 1.9946 0.5024
H 1.3491 2.3277 2.2057
*
```

Results
Kohn-Sham gap (spin up / spin down) = 6.86 / 6.27 eV
strongest force on any atom = 1.7 eV/A
HOMO level (spin up / spin down) = -10.36 / -10.37 eV
DFT total energy = -120373.0598 eV
<S²> = 2.018

***

# 4
DFT (ωB97M-V/def2-TZVPD) results for a molecular structure, C24H27CdN3O5Te.

The geometry in ORCA input format:
```
! wB97M-V def2-TZVPD RIJCOSX def2/J DEFGRID3
* xyz 2 1
Cd 0.3692 -0.0816 -0.6366
O 3.1475 0.4466 -4.1678
C 2.5263 0.3410 -3.0137
O 1.3224 0.2906 -2.8773
C 3.4551 0.2983 -1.8364
C 4.8370 0.3137 -1.9293
C 5.5595 0.2717 -0.7474
C 4.8833 0.2203 0.4643
C 3.4984 0.2098 0.4493
N 2.8129 0.2480 -0.6824
C 2.6001 0.1658 1.6624
O 3.1248 0.1269 2.8707
O 1.3986 0.1849 1.5293
H 2.5034 0.4784 -4.8967
H 5.3259 0.3576 -2.8922
H 6.6412 0.2797 -0.7673
H 5.4540 0.1918 1.3839
H 4.0915 0.1282 2.8773
Te -2.0154 1.3087 -0.6284
C -3.8696 0.3205 -0.7562
C -4.0427 -1.0423 -0.5643
C -5.3275 -1.5634 -0.5808
C -6.4171 -0.7283 -0.7903
C -6.2307 0.6326 -0.9883
C -4.9489 1.1676 -0.9760
C -1.9279 1.3812 1.4828
C -1.7956 0.2086 2.2184
C -1.7605 0.2741 3.6037
C -1.8464 1.5028 4.2452
C -1.9857 2.6691 3.5055
C -2.0319 2.6128 2.1178
H -3.1950 -1.6960 -0.4041
H -5.4786 -2.6246 -0.4310
H -7.4166 -1.1422 -0.8040
H -7.0804 1.2811 -1.1552
H -4.8038 2.2282 -1.1344
H -1.7393 -0.7538 1.7241
H -1.6684 -0.6354 4.1838
H -1.8098 1.5509 5.3255
H -2.0738 3.6241 4.0069
H -2.1688 3.5216 1.5441
C 1.7630 4.7236 -0.1753
C 0.8232 3.7402 -0.8313
O 0.7482 2.4998 -0.0885
H 1.8346 5.6322 -0.7738
H 2.7626 4.2995 -0.0699
H 1.3978 5.0096 0.8146
H 1.1663 3.4650 -1.8274
H -0.1790 4.1595 -0.9260
H 0.7225 2.7044 0.8546
C -0.1180 -5.4274 0.2635
N 0.7270 -4.7104 -0.7169
C 1.3389 -5.3959 -1.8738
C 0.7747 -3.4104 -0.6534
N 0.8157 -2.2543 -0.5769
H 0.0013 -6.4914 0.0885
H -1.1672 -5.1652 0.1426
H 0.2060 -5.2020 1.2762
H 1.1736 -6.4611 -1.7519
H 2.4101 -5.2109 -1.9020
H 0.8823 -5.0743 -2.8078
*
```

Results
Kohn-Sham gap = 7.93 eV
strongest force on any atom = 0.5 eV/A
HOMO level = -13.99 eV
DFT total energy = -51878.6667 eV

***

- strongest force on any atom of number 3 (C50H69F5N5O2PTeV)?
  1.7 eV/A

***

- The lowest DFT total energy belongs to which entry?
  C38H42NOP2STeZn

***

- Which value of DFT total energy does entry 2 give?
  -128743.8695 eV